[1]
71
Properties=species:S:1:pos:R:3 method="wB97M-V/def2-TZVPD" total_charge=+3 orbital_gap_ev=3.9 e_above_lowest_kj_mol=49.5
Lu -0.15214 -0.19093 0.93733
P 2.10203 1.05372 2.13989
P -1.09311 2.04686 -0.19299
P 1.79594 -0.54875 -0.92551
H -2.36139 -1.80171 0.50231
C -1.39914 -2.17323 0.11332
C -0.45133 -2.71115 0.97150
H -0.67699 -2.87636 2.03386
C 1.98502 1.59610 3.90034
C 2.83505 2.57267 1.41883
C 3.59813 -0.01267 2.25485
C -2.47659 1.56020 -1.29945
C -1.95845 3.29596 0.80776
C -0.06160 3.03822 -1.33929
C 2.67973 -2.15299 -0.88321
C 3.08562 0.61029 -1.49406
C 0.91845 -0.77231 -2.50702
H -1.39239 -2.25846 -0.98274
H 0.41987 -3.28377 0.62657
H 1.79382 0.75543 4.58167
H 1.16461 2.31713 4.02974
H 2.93358 2.08264 4.18121
H 2.06415 3.35146 1.37487
H 3.22320 2.42407 0.40632
H 3.65411 2.90634 2.06820
H 3.34492 -0.89761 2.85246
H 4.40488 0.54175 2.75474
H 3.95941 -0.35758 1.27730
H -2.84725 2.40514 -1.89765
H -3.30488 1.10270 -0.74517
H -2.04125 0.79474 -1.94444
H -2.29832 4.11142 0.15533
H -1.28015 3.68330 1.57860
H -2.82390 2.82463 1.29231
H -0.62005 3.93648 -1.63503
H 0.20385 2.46196 -2.23559
H 0.86360 3.33734 -0.82972
H 3.19862 -2.30630 -1.83931
H 1.95899 -2.96678 -0.73153
H 3.40599 -2.16580 -0.06222
H 3.51718 0.20974 -2.42082
H 3.88110 0.72167 -0.75006
H 2.64007 1.59161 -1.70322
H 1.62208 -1.15775 -3.25529
H 0.49404 0.16833 -2.87900
H 0.09727 -1.48623 -2.38367
C -1.96318 -1.34109 -4.57759
C -3.16147 -1.18164 -5.29500
C -3.56644 -2.22294 -6.13754
C -2.80932 -3.40121 -6.21057
C -1.59218 -3.50506 -5.53045
C -1.13295 -2.45234 -4.73650
O -1.62499 -0.46374 -3.58661
H -2.40361 0.08312 -3.31369
H -3.76946 -0.28285 -5.14851
H -4.48621 -2.10464 -6.71707
H -3.18122 -4.24247 -6.80321
H -1.00059 -4.41948 -5.60197
H -0.20268 -2.52891 -4.17566
N -0.83827 0.65804 8.43602
C -0.83778 0.41338 7.28964
C -0.83238 0.14803 5.87109
C -0.21400 -0.98080 5.31910
C -0.13147 -1.10801 3.94682
N -0.73413 -0.19718 3.12514
C -1.40421 0.86908 3.66027
C -1.45527 1.06974 5.02367
H 0.20197 -1.74891 5.97639
H 0.39816 -1.94212 3.49100
H -1.89081 1.55482 2.95665
H -1.97391 1.94568 5.41619

[2]
13
Properties=species:S:1:pos:R:3 method="wB97M-V/def2-TZVPD" orbital_gap_ev="8.9 / 6.7" multiplicity=2 e_above_lowest_kj_mol=0.0
O 0.92471 -1.74412 0.60078
C 1.90712 -1.52313 -0.18663
C 1.77875 -0.52323 -1.18578
O 0.64910 0.06191 -1.33256
C -1.61491 1.79712 0.49665
C -1.89832 0.53976 0.90588
O -1.24173 -0.55265 0.57699
Be -0.13006 -0.66985 -0.08206
H 2.83959 -2.09354 -0.08181
H 2.61505 -0.28435 -1.85547
H -1.11605 1.98145 -0.45848
H -1.88273 2.64184 1.13266
H -2.83053 0.36880 1.46982

[3]
50
Properties=species:S:1:pos:R:3 method="wB97M-V/def2-TZVPD" total_charge=-2 orbital_gap_ev=5.9 e_above_lowest_kj_mol=0.0
Li -0.16090 2.46080 1.54281
N -3.48193 3.80869 -1.31031
C -2.63672 3.33803 -0.28999
S -1.43311 4.42295 0.28007
N -2.90954 2.11111 0.06896
N -2.09096 1.61888 1.06939
C -2.45770 0.47994 1.51360
C -1.74452 -0.33501 2.49148
C -2.25690 -1.61008 2.73672
C -1.67646 -2.50825 3.61771
C -0.52271 -2.10105 4.29924
C 0.01281 -0.84963 4.09196
C -0.55221 0.10061 3.17679
O 0.00788 1.22050 2.98647
H -3.02616 4.51650 -1.86494
H -3.86930 3.04841 -1.85278
H -3.36892 0.03762 1.09342
H -3.15071 -1.90588 2.19223
H -2.09805 -3.49443 3.77110
H -0.03773 -2.78020 4.99521
H 0.91296 -0.53649 4.60962
O 3.79806 2.51332 0.17746
C 2.68466 2.09664 0.53502
O 1.68856 2.75384 0.93325
C 2.46284 0.55992 0.50267
P 0.77366 0.22980 -0.13950
C 0.89284 -1.59564 -0.41162
C 0.57848 -2.39022 0.69737
C 0.62705 -3.77339 0.61991
C 0.96950 -4.39477 -0.57618
C 1.26302 -3.61819 -1.68870
C 1.22689 -2.23135 -1.60526
C 0.87818 0.85508 -1.86373
C 2.06143 1.14756 -2.53926
C 2.02877 1.63765 -3.83832
C 0.81390 1.84336 -4.47864
C -0.37169 1.57977 -3.80487
C -0.33809 1.10093 -2.50264
H 2.44948 0.21166 1.54006
H 3.25989 0.04342 -0.03431
H 0.27049 -1.91019 1.62313
H 0.37601 -4.36710 1.49106
H 0.99584 -5.47662 -0.64323
H 1.52158 -4.09523 -2.62803
H 1.45879 -1.63194 -2.47852
H 3.01280 1.03166 -2.03456
H 2.95568 1.87729 -4.34679
H 0.79001 2.23472 -5.48963
H -1.32513 1.77526 -4.28187
H -1.26261 0.94971 -1.95301

[4]
52
Properties=species:S:1:pos:R:3 method="wB97M-V/def2-TZVPD" orbital_gap_ev=4.8 e_above_lowest_kj_mol=749.0
C 2.66265 0.36396 -3.01731
N 1.25572 0.02325 -3.23771
C 0.97962 -1.17262 -4.03977
C 0.31577 0.81511 -2.76548
C -1.09138 0.53555 -2.85309
C -1.64802 -0.72718 -2.52374
C -3.00293 -0.96441 -2.71522
C -3.84274 0.02971 -3.23370
C -5.29523 -0.26781 -3.45737
C -3.30572 1.29265 -3.52563
C -1.95901 1.55400 -3.31977
H 3.26845 -0.43411 -3.44744
H 2.90682 1.32377 -3.50039
H 2.86354 0.45477 -1.93838
H 1.93272 -1.46343 -4.49075
H 0.61516 -2.00226 -3.41774
H 0.24530 -0.97669 -4.83496
H 0.64461 1.79979 -2.40459
H -1.00635 -1.49966 -2.10084
H -3.42785 -1.93863 -2.45928
H -5.80248 0.61652 -3.85399
H -5.42806 -1.09412 -4.16876
H -5.78543 -0.56101 -2.51951
H -3.96908 2.06746 -3.91678
H -1.52932 2.53273 -3.53544
C 5.70598 -0.68013 1.32652
C 4.36355 -0.62462 1.99901
O 3.43177 0.01990 1.11763
C 2.20022 0.07794 1.71405
C 1.22523 0.78022 0.92276
C -0.12503 0.95948 1.30967
O -0.95808 1.43871 0.50786
C -0.57130 0.59607 2.72064
C 0.07834 1.07835 3.86793
C -0.37284 0.75109 5.14213
C -1.50233 -0.07617 5.27815
N -1.89307 -0.52890 6.57306
O -2.89294 -1.27366 6.67140
O -1.21975 -0.17940 7.56682
C -2.20045 -0.52132 4.14220
C -1.75004 -0.15528 2.87783
O 2.05138 -0.44680 2.81929
H 6.39917 -1.16275 2.01556
H 5.66839 -1.26390 0.40441
H 6.08079 0.32006 1.09934
H 4.00725 -1.63539 2.23322
H 4.43377 -0.05463 2.93494
H 1.53047 1.09355 -0.06828
H 0.95970 1.71436 3.78491
H 0.13979 1.09694 6.03486
H -3.07607 -1.14797 4.28100
H -2.31072 -0.48312 2.00075

[5]
84
Properties=species:S:1:pos:R:3 method="wB97M-V/def2-TZVPD" orbital_gap_ev=7.3 e_above_lowest_kj_mol=0.0
Rb 0.65149 -0.18902 -0.87964
O 0.01204 -1.74600 3.27149
S 0.12817 -0.56977 2.42848
O -0.88341 -0.48716 1.37417
N 1.48748 -0.33739 1.71216
C 2.71520 -0.37379 2.32389
C 2.95954 -0.54656 3.67339
C 4.27028 -0.52399 4.18371
C 5.34977 -0.33249 3.37072
C 5.15179 -0.15785 1.98141
C 6.22099 0.03898 1.07980
C 5.96033 0.19215 -0.25137
C 4.61989 0.14874 -0.68073
N 3.59868 -0.02562 0.11980
C 3.84117 -0.18016 1.44585
C -0.20027 0.83970 3.48317
C -0.00368 2.10940 2.95966
C -0.29369 3.22285 3.73236
C -0.76977 3.06182 5.02830
C -0.95159 1.78860 5.54982
C -0.66597 0.67206 4.77630
H 2.13599 -0.71686 4.35334
H 4.40851 -0.66364 5.24877
H 6.35860 -0.31628 3.76414
H 7.23380 0.06375 1.46422
H 6.75073 0.33963 -0.97454
H 4.39301 0.26158 -1.73725
H 0.37994 2.21958 1.95193
H -0.14198 4.21504 3.32707
H -0.99225 3.93155 5.63288
H -1.31481 1.66069 6.56103
H -0.80215 -0.32991 5.16183
N -4.16734 -6.93660 5.71371
C -3.74093 -6.49263 4.74315
C -3.20866 -5.94225 3.53331
C -3.76172 -6.29699 2.30401
C -3.25109 -5.75687 1.13989
C -2.17388 -4.87636 1.19231
C -1.61785 -4.51893 2.41588
C -2.14341 -5.04537 3.58094
N -1.65821 -4.32513 -0.00111
C -1.73454 -4.85300 -1.27262
C -1.14895 -3.93473 -2.08301
N -0.69067 -2.85869 -1.35656
C -1.01558 -3.12759 -0.11455
H -4.59702 -6.98227 2.26845
H -3.70271 -6.00140 0.18877
H -0.79615 -3.81905 2.48011
H -1.71987 -4.76054 4.53412
H -2.16268 -5.81814 -1.47044
H -1.00728 -3.99645 -3.14919
H -0.88201 -2.47749 0.72949
C 2.32246 1.20921 -5.20489
C 1.06082 0.66842 -4.58544
O 1.09455 0.09174 -3.51629
C -0.23440 0.86883 -5.29517
C -1.41251 0.53241 -4.62881
C -2.63717 0.71836 -5.24448
C -2.69790 1.23674 -6.53120
C -1.53038 1.57269 -7.20111
C -0.30277 1.39410 -6.58384
H 3.15531 1.01641 -4.53438
H 2.22689 2.28174 -5.37929
H 2.51402 0.73300 -6.16757
H -1.35345 0.13394 -3.62555
H -3.54817 0.46220 -4.71982
H -3.65749 1.38096 -7.01058
H -1.57711 1.97629 -8.20383
H 0.60216 1.66358 -7.11194
C -0.13222 6.33097 -1.64946
C -1.21529 5.50257 -2.34286
C -1.51313 4.24750 -1.59073
N -0.94471 3.11847 -1.81977
N -1.30580 2.12391 -0.96270
C -2.16814 2.50997 -0.06544
N -2.71710 1.69099 0.86698
S -2.62017 4.18636 -0.23862
H 0.08320 7.23588 -2.21783
H 0.78750 5.75408 -1.55635
H -0.44694 6.62803 -0.64817
H -0.88958 5.20773 -3.34070
H -2.12718 6.09161 -2.45602
H -2.17220 0.84806 1.05372
H -3.07036 2.13412 1.69936

[6]
22
Properties=species:S:1:pos:R:3 method="wB97M-V/def2-TZVPD" total_charge=-1 orbital_gap_ev="7.9 / 5.7" multiplicity=2 e_above_lowest_kj_mol=6.8
C -0.86013 -0.01509 -1.04496
O 0.24591 0.70156 -1.56988
C -0.52975 -1.02117 0.03176
C 0.12761 -0.35928 1.24153
S -0.91625 0.49083 2.37267
H -1.42283 -0.46181 -1.86428
H -1.43702 0.76545 -0.52560
H 1.06211 0.10097 -1.47159
H 0.11451 -1.82366 -0.33572
H -1.53349 -1.35094 0.32996
H 0.47444 -1.16084 1.92643
H 1.06421 0.07364 0.85165
H 0.43061 3.38354 3.55072
H 0.55900 2.66180 3.54099
H 3.08744 -0.57079 -1.64715
O 2.20488 -0.89262 -1.49487
H -1.20925 2.53134 1.31536
H -0.38022 2.56483 0.03777
O -1.03800 3.08677 0.52545
H 1.57890 -2.19668 -2.21555
H 1.48634 -3.70914 -2.32486
O 0.94935 -2.94555 -2.48495

[7]
68
Properties=species:S:1:pos:R:3 method="wB97M-V/def2-TZVPD" smiles="O=C(O)[C@@H]1CCCc2ccc(-c3ccc(Cl)cc3)cc21.CNC(=O)[C@H](Cc1ccc(O)cc1)NC(C)=O" orbital_gap_ev=8.6 e_above_lowest_kj_mol=0.0
O 5.83646 3.91092 3.85696
O -4.67733 0.18872 0.12152
O 4.15300 0.73193 0.48313
Cl -7.85362 5.36094 -5.90964
O -5.20097 -1.92701 0.69017
O 0.89110 -4.58506 2.27335
C 5.61548 2.71283 3.92409
C -4.59218 -1.00786 -0.09510
C 4.72927 0.15327 1.39138
C -5.36175 4.62783 -5.07092
C -7.05002 2.90426 -5.05262
C 2.60988 -3.29153 3.34875
C 0.82247 -2.20271 2.09862
C -4.42314 3.71674 -4.57617
C -6.11397 1.99121 -4.56152
C -2.45952 1.48908 -4.12416
C -1.54546 0.58805 -3.58163
C -4.22141 0.44240 -2.85656
C 3.16097 -2.02978 3.64566
C 1.39685 -0.94656 2.35759
C -6.67778 4.22462 -5.30635
C 1.43908 -3.37760 2.56547
C -4.78811 2.38580 -4.31073
C -3.81232 1.43046 -3.76402
C -1.96027 -0.38597 -2.66689
C -3.31937 -0.47222 -2.29560
C 2.56966 -0.85872 3.13022
N 5.45220 -0.93113 1.09153
N 4.99208 2.08387 2.92978
C 6.07461 1.93701 5.14334
C 6.32273 -1.71953 1.96261
C -0.93168 -1.33880 -2.12682
C -3.84866 -1.54545 -1.33996
C -1.37660 -1.92183 -0.79375
C -2.75493 -2.56155 -0.93281
C 3.19409 0.49716 3.39600
C 4.61992 0.66621 2.84439
H -5.63039 -1.40572 1.38597
H 1.35263 -5.30350 2.70585
H -5.07555 5.65675 -5.26541
H -8.07213 2.59165 -5.24197
H 3.07097 -4.18895 3.73022
H -0.09806 -2.27989 1.55181
H -3.41403 4.06111 -4.37408
H -6.42814 0.96706 -4.38891
H -2.10688 2.22828 -4.83614
H -0.50147 0.64795 -3.87437
H -5.26071 0.39901 -2.54866
H 4.04232 -1.96097 4.26639
H 0.93242 -0.05110 1.96564
H 5.41398 -1.18677 0.11606
H 4.73204 2.66490 2.14579
H 6.49372 2.63861 5.86342
H 6.84098 1.22340 4.84925
H 5.22839 1.42483 5.59458
H 5.74393 -2.20993 2.74418
H 7.08310 -1.08067 2.41467
H 6.82382 -2.48834 1.37254
H 0.02380 -0.82231 -1.98815
H -0.77520 -2.14518 -2.85027
H -4.60375 -2.10806 -1.89559
H -0.65540 -2.68500 -0.48917
H -1.40337 -1.13652 -0.03071
H -2.69842 -3.33915 -1.70195
H -3.01836 -3.06188 0.00458
H 3.20134 0.67116 4.47221
H 2.56010 1.26422 2.94828
H 5.28754 0.07500 3.46467

[8]
8
Properties=species:S:1:pos:R:3 method="wB97M-V/def2-TZVPD" smiles=c1cn[nH]n1 orbital_gap_ev=11.5 e_above_lowest_kj_mol=135.7
N -0.27061 -1.29531 -0.15552
N 0.01727 -0.68749 1.02962
C 0.33006 0.53131 0.71921
C 0.27935 0.67186 -0.69842
N -0.15703 -0.44527 -1.22279
H -1.21081 -1.57091 0.11355
H 0.47697 1.25366 1.50279
H 0.53481 1.54213 -1.28843

[9]
106
Properties=species:S:1:pos:R:3 method="wB97M-V/def2-TZVPD" total_charge=-2 orbital_gap_ev="1.4 / 6.2" multiplicity=4
Pd 2.14412 -0.37959 -1.45888
B 1.85292 -0.52364 0.78598
H 1.84903 -0.50566 1.86482
H 1.56536 0.45209 0.42610
H 2.82796 -0.78755 0.40664
H 1.17462 -1.25701 0.37816
C 3.87595 -1.22266 -3.35322
O 3.93498 -1.42728 -2.11648
O 3.11839 -0.26294 -3.59556
O 4.43110 -1.92102 -4.22379
C -2.06127 -0.15423 -6.30719
O -3.05596 -0.17402 -5.27679
C -4.32450 -0.70838 -5.65680
C -5.36764 -0.59513 -4.51905
N -5.14565 -1.40423 -3.25260
C -3.79386 -1.26313 -2.72174
C -3.57070 -2.06218 -1.39008
O -2.41854 -1.53143 -0.70295
C -2.23486 -2.18944 0.54198
H -1.00873 -0.09578 -6.02999
H -2.12301 0.76301 -6.89281
H -2.08025 -0.97142 -7.02827
H -4.07934 -1.71621 -5.99185
H -4.68924 -0.18361 -6.53980
H -6.34868 -0.95122 -4.83348
H -5.46452 0.43836 -4.18647
H -5.77073 -1.09235 -2.52315
H -3.51282 -0.21847 -2.58834
H -3.12635 -1.70529 -3.46134
H -3.52721 -3.12783 -1.61502
H -4.41398 -1.95164 -0.70835
H -1.95965 -3.18627 0.19748
H -3.14308 -2.30624 1.13324
H -1.32237 -1.93676 1.08200
C 1.13138 -4.45872 0.97788
O 0.43466 -4.07511 -0.14376
C 1.31304 -3.93674 -1.29653
C 0.54980 -3.04507 -2.34249
N 0.27475 -1.66721 -1.99787
C -0.28663 -0.99531 -3.13163
C -0.62547 0.44647 -2.70306
O 0.45780 1.11500 -2.06101
C 0.23397 2.46474 -1.83661
H 0.59841 -4.84086 1.84852
H 1.73082 -3.61406 1.31747
H 1.76805 -5.30229 0.71117
H 1.62344 -4.92442 -1.63744
H 2.20529 -3.39328 -0.98565
H -0.43628 -3.49557 -2.45556
H 1.10496 -3.05386 -3.28048
H -0.50249 -1.69468 -1.35348
H -1.15204 -1.46990 -3.59415
H 0.53567 -0.92946 -3.84407
H -1.55609 0.46366 -2.13583
H -0.97311 0.91379 -3.62438
H -0.46397 2.90161 -2.55084
H 1.23275 2.89680 -1.89872
H -0.08321 2.61084 -0.80406
C -3.32185 2.64750 -0.07836
O -2.44740 2.78457 1.01991
C -2.10084 1.53987 1.54292
C -0.91727 1.63460 2.48152
N -1.21843 2.31167 3.75087
C 0.05311 2.56878 4.41982
C -0.25251 3.71041 5.52745
O -0.18182 4.94417 4.90470
C -0.94546 5.95801 5.61116
H -2.87248 2.12886 -0.92523
H -3.51893 3.61097 -0.54845
H -4.31234 2.45411 0.33348
H -1.78280 0.85460 0.75721
H -3.02979 1.06083 1.85225
H -0.15009 2.15950 1.91229
H -0.55475 0.61721 2.62847
H -1.62943 3.17473 3.42481
H 0.73402 3.06879 3.73101
H 0.56174 1.72972 4.89456
H 0.50788 3.60143 6.30078
H -1.17875 3.43305 6.03069
H -0.40549 6.50398 6.38477
H -1.72473 5.64610 6.30653
H -1.20553 6.76201 4.92265
C 3.84444 2.27341 -0.46107
O 3.24226 1.37287 -1.04069
N 4.51362 3.25038 -1.01116
N 3.79515 2.45007 0.77557
H 5.08933 3.83572 -0.42291
H 4.37797 3.41883 -1.99774
H 4.22299 3.28548 1.14858
H 3.31311 1.78309 1.36113
C 1.30627 -2.44380 5.07737
O 1.62348 -2.85483 6.17685
N 0.61326 -3.10375 4.21082
N 1.51281 -1.18039 4.67987
H 0.59995 -4.11225 4.26422
H 0.22142 -2.63737 3.40519
H 1.99509 -0.59282 5.34491
H 1.30006 -0.95287 3.71910
C 5.33163 -0.53956 2.29308
O 6.38702 -0.22507 2.78388
N 5.13781 -0.96865 1.12214
N 4.25166 -0.67274 2.89787
H 5.97460 -1.23637 0.62393
H 4.24851 -0.80744 0.67129
H 4.23153 -0.29647 3.83495
H 3.41250 -0.70827 2.33693

Number 1: strongest force on any atom 2.804 eV/A. Number 2: strongest force on any atom 6.606 eV/A. Number 3: strongest force on any atom 0.173 eV/A. Number 4: strongest force on any atom 2.870 eV/A. Number 5: strongest force on any atom 0.716 eV/A. Number 6: strongest force on any atom 1.640 eV/A. Number 7: strongest force on any atom 2.122 eV/A. Number 8: strongest force on any atom 1.822 eV/A. Number 9: strongest force on any atom 9.142 eV/A.